## one
{"formula": "C6H15B", "method": "ωB97M-V/def2-TZVPD", "mol_weight_g_mol": 97.998, "orbital_gap_ev": 9.0471, "species": ["C", "C", "C", "C", "C", "C", "H", "H", "H", "H", "H", "H", "H", "H", "H", "H", "H", "H", "B", "H", "H", "H"], "positions_angstrom": [[-0.4018, -1.8229, 0.3993], [0.3902, -0.9856, -0.2989], [0.0608, -0.6993, -1.7684], [1.4600, -0.0950, 0.4592], [2.4182, 0.6710, -0.4320], [0.7157, 0.6952, 1.5352], [-1.1180, -2.5408, -0.1610], [-0.1728, -2.2228, 1.3715], [-0.9538, -1.1651, -2.0547], [0.7669, -1.3105, -2.3451], [0.1693, 0.3035, -1.8364], [1.9692, -0.8799, 1.0772], [2.9824, -0.0735, -1.0235], [1.7671, 1.3791, -1.1229], [3.1313, 1.1906, 0.1001], [0.2338, 1.6639, 1.2496], [-0.0869, 0.1882, 2.0115], [1.5573, 0.8526, 2.2566], [-3.4568, 0.9780, 0.5583], [-3.1057, 0.8439, 1.7593], [-2.6330, 1.3620, -0.2383], [-4.4803, 0.8262, 0.1880]], "lowdin_charge": [-0.008, -0.312, -0.060, -0.402, -0.072, -0.086, 0.086, 0.049, 0.106, 0.085, 0.013, 0.138, 0.089, 0.121, 0.038, 0.091, 0.044, 0.090, 0.120, -0.009, -0.033, -0.087]}

## two
{"formula": "C6H15B", "method": "ωB97M-V/def2-TZVPD", "mol_weight_g_mol": 97.998, "orbital_gap_ev": 10.4986, "species": ["C", "C", "C", "B", "C", "C", "C", "H", "H", "H", "H", "H", "H", "H", "H", "H", "H", "H", "H", "H", "H", "H"], "positions_angstrom": [[1.9182, 1.1889, 0.6627], [1.6060, 0.1333, -0.4236], [2.1222, -1.1982, 0.0703], [0.0871, -0.1612, -0.8711], [-1.2333, 0.1354, 0.0956], [-2.0986, 1.0858, -0.7646], [-2.0564, -1.0604, 0.4640], [1.5562, 1.1037, 1.7367], [1.3789, 1.9604, 0.3119], [2.9795, 1.3766, 0.7409], [2.2715, 0.4350, -1.3058], [1.2995, -1.5699, 0.8223], [2.3508, -2.0106, -0.5488], [3.0216, -0.9667, 0.5854], [-0.2530, -0.8511, -1.7868], [-0.9339, 0.6424, 1.0750], [-2.5522, 0.3504, -1.4718], [-1.6947, 2.1142, -0.9821], [-2.8655, 1.3538, -0.0963], [-2.3830, -1.5988, -0.3262], [-1.4089, -1.6621, 1.0973], [-3.1120, -0.8008, 0.9151]], "lowdin_charge": [-0.099, -0.390, -0.102, -0.039, -0.428, -0.096, -0.119, 0.106, 0.021, 0.075, 0.141, 0.122, 0.055, 0.063, 0.088, 0.133, 0.096, 0.101, 0.044, 0.025, 0.077, 0.125]}

## three
{"formula": "C6H15B", "method": "ωB97M-V/def2-TZVPD", "mol_weight_g_mol": 97.998, "orbital_gap_ev": 9.6852, "species": ["B", "C", "C", "C", "C", "C", "C", "H", "H", "H", "H", "H", "H", "H", "H", "H", "H", "H", "H", "H", "H", "H"], "positions_angstrom": [[-0.5169, 1.4576, -0.0909], [0.6749, -1.1565, -1.0408], [1.4549, -1.0295, 1.3539], [0.5449, 2.5194, -1.4717], [-2.2593, -0.3674, 0.4392], [0.2388, -1.2533, 0.4476], [-0.7754, -0.1935, 0.8615], [-1.1257, 2.2813, 0.5373], [-0.6836, 0.0387, 1.8978], [-0.1387, -0.7451, -1.6561], [1.4626, -0.4306, -1.1394], [1.1329, -2.0898, -1.5822], [1.2538, -1.6280, 2.2266], [2.3056, -1.4471, 0.8209], [1.8277, 0.0113, 1.6098], [1.1708, 2.9051, -0.6865], [-0.1885, 3.1577, -1.8820], [1.1092, 1.7089, -1.9986], [-2.7661, 0.1521, 1.1737], [-2.5465, -1.4185, 0.3951], [-2.4061, 0.0530, -0.5362], [-0.1453, -2.2935, 0.7170]], "lowdin_charge": [0.184, -0.095, -0.104, -0.043, -0.096, -0.447, -0.292, 0.016, 0.088, 0.066, 0.044, 0.112, 0.067, 0.065, 0.106, -0.004, -0.013, 0.011, 0.047, 0.085, 0.057, 0.146]}

Stability, lowest: three

## one
{"formula": "C2H9NS2", "method": "ωB97M-V/def2-TZVPD", "mol_weight_g_mol": 111.235, "orbital_gap_ev": 9.3319, "species": ["C", "C", "N", "H", "H", "H", "H", "H", "H", "H", "S", "S", "H", "H"], "positions_angstrom": [[2.1263, -0.2352, -0.6670], [1.1208, 0.7504, -1.2477], [-0.2673, 0.4652, -0.8848], [2.0067, -1.2199, -1.1058], [3.0788, 0.1671, -1.0064], [2.0032, -0.4070, 0.4074], [1.4461, 1.7896, -0.9940], [1.1337, 0.8228, -2.3440], [-0.4861, 0.5076, 0.0975], [-0.8157, 1.0808, -1.4638], [-2.3865, -1.7643, 1.7606], [-3.0322, 0.1567, 1.9918], [-1.7135, -1.8502, 2.9140], [-4.2143, -0.2635, 2.5423]], "lowdin_charge": [-0.112, -0.370, -0.016, 0.062, 0.066, 0.071, 0.099, 0.104, 0.031, 0.058, 0.210, 0.195, -0.209, -0.190]}

## two
{"formula": "C2H9NS2", "method": "ωB97M-V/def2-TZVPD", "mol_weight_g_mol": 111.235, "orbital_gap_ev": 9.1994, "species": ["C", "C", "N", "H", "H", "H", "H", "H", "H", "H", "S", "S", "H", "H"], "positions_angstrom": [[0.3274, -0.5045, 1.6574], [0.7677, -0.1156, 0.2480], [2.2152, -0.3024, 0.0239], [-0.5251, -1.1816, 1.5985], [1.1212, -1.0758, 2.1270], [0.0392, 0.3498, 2.2633], [0.2794, -0.7256, -0.5046], [0.4869, 0.9096, 0.0020], [2.4374, -0.6551, -0.8884], [2.7768, 0.4584, 0.3626], [-2.7546, -0.1327, -1.0369], [-1.7626, 0.8271, -2.5624], [-3.9914, 0.2172, -1.3998], [-1.4175, 1.9313, -1.8905]], "lowdin_charge": [-0.105, -0.352, -0.021, 0.057, 0.063, 0.062, 0.072, 0.084, 0.051, 0.057, 0.228, 0.228, -0.215, -0.209]}

Stability, lowest: one

## one
{"formula": "C4H5IN", "method": "ωB97M-V/def2-TZVPD", "total_charge": 1, "mol_weight_g_mol": 193.995, "orbital_gap_ev": [8.7578, 6.6208], "species": ["C", "C", "C", "C", "N", "I", "H", "H", "H", "H", "H"], "positions_angstrom": [[1.4638, -0.7676, -0.3543], [2.6282, -0.2616, -0.0965], [-0.7954, -0.6758, 0.3563], [0.3868, 1.3016, -0.0707], [0.2850, -0.0165, -0.0169], [4.5826, 0.0146, 0.0278], [1.2774, -1.7481, -0.7858], [-1.6267, -0.1369, 0.7753], [-0.8367, -1.7458, 0.2749], [-0.4760, 1.9036, 0.1544], [1.2960, 1.7621, -0.4040]], "lowdin_charge": [-0.200, -0.647, 0.186, 0.182, -0.181, 1.076, 0.133, 0.116, 0.114, 0.117, 0.104]}

## two
{"formula": "C4H5IN", "method": "ωB97M-V/def2-TZVPD", "total_charge": 1, "mol_weight_g_mol": 193.995, "orbital_gap_ev": [7.4985, 7.4977], "species": ["C", "C", "C", "C", "N", "I", "H", "H", "H", "H", "H"], "positions_angstrom": [[0.4559, 1.6629, 0.3875], [-0.2109, -0.7949, 0.1406], [-1.0059, 0.3092, -0.7322], [0.9569, -0.1648, 0.7887], [-0.4678, 1.5340, -0.2936], [2.7522, -0.4301, -0.0797], [-1.0380, -1.3338, 0.8546], [0.2524, -1.5482, -0.5384], [-0.6714, 0.2033, -1.8083], [-2.0601, 0.3057, -0.5535], [1.0368, 0.2568, 1.8342]], "lowdin_charge": [0.102, -0.241, -0.122, -0.665, 0.073, 1.200, 0.192, 0.084, 0.161, 0.124, 0.091]}

Stability, lowest: two

## one
{"formula": "C10H12N2", "method": "ωB97M-V/def2-TZVPD", "mol_weight_g_mol": 160.220, "orbital_gap_ev": 8.7339, "species": ["C", "C", "C", "C", "N", "N", "C", "C", "C", "C", "C", "C", "H", "H", "H", "H", "H", "H", "H", "H", "H", "H", "H", "H"], "positions_angstrom": [[-1.6498, -1.5809, -1.2207], [-1.0477, -0.4238, -0.3707], [-1.1407, -0.8618, 1.0920], [-0.5805, 0.2224, 1.9842], [-1.2740, 0.4772, 3.1837], [0.4556, 0.8765, 1.5971], [0.9344, 0.8088, 0.3242], [2.1029, 1.4625, 0.1380], [2.6805, 1.4941, -1.1005], [2.0520, 0.8366, -2.1284], [0.8487, 0.0987, -1.9827], [0.2468, 0.1071, -0.6865], [-1.3221, -2.5857, -1.0167], [-2.7204, -1.6106, -0.9382], [-1.5384, -1.3989, -2.2777], [-1.6679, 0.5209, -0.4678], [-0.6228, -1.8745, 1.2762], [-2.0801, -0.9982, 1.4323], [-1.9420, -0.2046, 3.2675], [-0.7190, 0.3582, 4.0589], [2.3706, 1.9931, 0.9848], [3.7158, 2.0154, -1.1885], [2.4773, 0.8009, -3.1864], [0.4207, -0.5336, -2.7739]], "lowdin_charge": [-0.045, -0.318, -0.096, -0.348, 0.126, 0.142, -0.263, -0.050, -0.106, -0.114, -0.006, -0.154, 0.073, 0.087, 0.059, 0.182, 0.167, 0.066, 0.029, 0.119, 0.093, 0.137, 0.117, 0.103]}

## two
{"formula": "C10H12N2", "method": "ωB97M-V/def2-TZVPD", "mol_weight_g_mol": 160.220, "orbital_gap_ev": 8.2636, "species": ["C", "C", "C", "C", "C", "C", "C", "N", "C", "C", "C", "N", "H", "H", "H", "H", "H", "H", "H", "H", "H", "H", "H", "H"], "positions_angstrom": [[-3.7715, 0.6874, -0.3614], [-2.4363, 0.2228, -0.0108], [-2.1523, -1.0102, 0.6267], [-0.9502, -1.6194, 0.9153], [0.1357, -0.8475, 0.4974], [-0.0458, 0.3485, -0.1994], [-1.2758, 0.8400, -0.5044], [1.1695, 0.9468, -0.5776], [1.9747, 1.4813, 0.5460], [2.2432, 0.0618, -0.0030], [3.4110, -0.2969, -0.8836], [1.5179, -1.0072, 0.6470], [-3.9355, 0.5709, -1.4526], [-4.6698, 0.1571, 0.0566], [-3.9560, 1.6387, 0.0488], [-2.9821, -1.7083, 0.8467], [-0.7960, -2.6541, 1.3589], [-1.2197, 1.7717, -1.0130], [1.6718, 1.3366, 1.5367], [2.7559, 2.1660, 0.2752], [4.0121, 0.5469, -1.1874], [3.1439, -0.8061, -1.7424], [4.0949, -0.9908, -0.2405], [2.0603, -1.8359, 0.8206]], "lowdin_charge": [-0.078, -0.280, -0.077, -0.027, -0.200, -0.229, 0.022, 0.051, -0.021, -0.428, -0.009, 0.103, 0.097, 0.093, 0.059, 0.112, 0.132, 0.117, 0.100, 0.097, 0.073, 0.047, 0.115, 0.131]}

## three
{"formula": "C10H12N2", "method": "ωB97M-V/def2-TZVPD", "mol_weight_g_mol": 160.220, "orbital_gap_ev": 9.2045, "species": ["C", "C", "C", "C", "C", "C", "N", "C", "C", "C", "C", "N", "H", "H", "H", "H", "H", "H", "H", "H", "H", "H", "H", "H"], "positions_angstrom": [[-1.0746, -1.4455, 0.1462], [-1.4325, -0.0483, -0.2125], [-2.7253, 0.3348, 0.3711], [-0.8837, 0.5609, -1.4536], [-0.1489, 0.8590, -0.1912], [-0.5722, 2.0987, 0.3937], [-1.0373, 3.0336, 0.8691], [1.1552, 0.2063, 0.0279], [1.6993, -0.1817, 1.2246], [3.0329, -0.6420, 0.9342], [3.2657, -0.4532, -0.4223], [2.0461, 0.0528, -0.9761], [-1.9868, -1.9859, 0.3255], [-0.3603, -1.4465, 0.9889], [-0.5295, -1.9672, -0.7467], [-3.5713, 0.6361, -0.3208], [-2.7068, 1.1823, 1.0059], [-3.0375, -0.4957, 0.9196], [-1.6342, 1.2920, -1.6720], [-0.2270, 0.0292, -2.2870], [1.2654, -0.2956, 2.2118], [3.5354, -1.0789, 1.7112], [4.1283, -0.6010, -0.9229], [1.7994, 0.3557, -1.9244]], "lowdin_charge": [-0.033, -0.450, -0.032, -0.018, -0.290, -0.176, 0.172, -0.293, -0.039, -0.062, -0.054, 0.091, 0.070, 0.080, 0.130, 0.123, 0.058, 0.055, 0.113, 0.160, 0.116, 0.066, 0.062, 0.155]}

Stability, lowest: three

## one
{"formula": "C5H5ClOS", "method": "ωB97M-V/def2-TZVPD", "mol_weight_g_mol": 148.614, "orbital_gap_ev": [8.0199, 8.0191], "species": ["C", "C", "Cl", "O", "C", "C", "C", "S", "H", "H", "H", "H", "H"], "positions_angstrom": [[1.5448, 0.8993, 1.0468], [1.0002, 0.6159, -0.3315], [2.2591, 0.0549, -1.5271], [0.0315, 1.6339, -0.6950], [-0.4165, 0.3826, -0.5858], [-1.5511, -0.3261, -0.7601], [-1.6717, -1.6411, -0.1265], [-2.9584, -2.6315, -0.3848], [0.8204, 0.6677, 1.9126], [1.7865, 2.0218, 1.0234], [2.5124, 0.3359, 1.0309], [-2.3525, 0.0742, -1.2006], [-1.0048, -2.0875, 0.5977]], "lowdin_charge": [-0.068, -0.723, 0.650, 0.085, -0.238, -0.096, -0.650, 0.632, 0.121, 0.115, 0.069, 0.063, 0.038]}

## two
{"formula": "C5H5ClOS", "method": "ωB97M-V/def2-TZVPD", "mol_weight_g_mol": 148.614, "orbital_gap_ev": [7.2352, 7.6198], "species": ["C", "C", "C", "C", "C", "O", "S", "Cl", "H", "H", "H", "H", "H"], "positions_angstrom": [[0.1392, 1.2447, -0.0262], [-0.8999, 0.4439, 0.0366], [-2.1930, -0.1040, -0.0977], [1.6249, 0.9078, 0.1635], [0.3905, -1.6059, 0.3210], [-3.0701, -0.2852, 0.7346], [1.6038, -0.6623, 1.0740], [0.5400, -1.8472, -1.4264], [0.1799, 2.2920, -0.2749], [-2.2538, -0.3874, -1.1953], [2.0371, 0.8074, -0.7704], [2.0324, 1.6541, 0.7214], [-0.1311, -2.4579, 0.7399]], "lowdin_charge": [-0.175, -0.040, -0.342, -0.410, -0.830, 0.023, 0.857, 0.545, 0.110, 0.128, 0.047, 0.047, 0.038]}

Stability, lowest: two

## one
{"formula": "C2H6N2O2S", "method": "ωB97M-V/def2-TZVPD", "mol_weight_g_mol": 122.149, "orbital_gap_ev": 9.3006, "species": ["O", "N", "N", "C", "C", "S", "O", "H", "H", "H", "H", "H", "H"], "positions_angstrom": [[-1.7885, -1.1501, -0.7400], [-0.6822, -0.8911, -1.6478], [0.4519, -0.9444, -1.2375], [0.8823, -0.9607, 0.1209], [0.1659, 0.0884, 1.0238], [-0.5784, 1.5077, 0.1986], [0.6204, 2.3669, -0.5650], [-2.4601, -0.6217, -1.0807], [1.8685, -0.7283, 0.0312], [0.7524, -1.9954, 0.7031], [-0.7908, -0.2471, 1.5496], [0.8295, 0.2898, 1.9317], [0.7290, 3.2861, -0.2879]], "lowdin_charge": [-0.077, -0.021, -0.029, -0.251, -0.484, 0.857, -0.468, 0.033, 0.060, 0.167, 0.078, 0.097, 0.037]}

## two
{"formula": "C2H6N2O2S", "method": "ωB97M-V/def2-TZVPD", "mol_weight_g_mol": 122.149, "orbital_gap_ev": 9.7340, "species": ["C", "C", "N", "N", "O", "O", "S", "H", "H", "H", "H", "H", "H"], "positions_angstrom": [[1.1093, -0.0843, -0.3012], [0.1848, -1.1877, 0.4288], [0.4740, 0.7529, -1.4088], [-1.0066, -0.7328, 1.1881], [-2.3046, 0.2605, -1.0074], [-1.2877, 1.8071, 0.5259], [-1.2150, 0.6455, -0.2524], [2.0382, -0.5077, -0.6833], [0.6023, 1.7261, -1.2396], [1.5893, 0.7552, 0.3753], [-0.1355, -1.7929, -0.5544], [0.7876, -1.7307, 1.1386], [-0.8362, 0.0887, 1.7904]], "lowdin_charge": [-0.314, -0.308, -0.023, -0.029, -0.273, -0.310, 0.688, 0.092, 0.035, 0.133, 0.157, 0.096, 0.058]}

Stability, lowest: two